# 1
Here is a cluster of 2 separate species, C5H16NO2 in total in a non-equilibrium geometry from the Open Molecules 2025 dataset. Energies are from wB97M-V/def2-TZVPD.

XYZ file:
```
24
Properties=species:S:1:pos:R:3:mulliken_charge:R:1
O 2.078 -1.899 -1.509 -0.691
O -1.106 -0.329 2.262 -0.583
N 1.115 -0.341 0.694 -0.101
C -0.704 0.330 -0.852 -0.543
C -1.776 -0.412 -0.045 -0.583
C -2.123 0.179 1.312 -0.643
C 1.493 1.676 -0.733 -1.487
C 0.474 0.835 -0.019 0.115
H -1.974 1.257 1.359 0.292
H -0.349 -0.413 -1.565 0.110
H 1.977 -0.047 1.163 0.400
H -3.092 -0.180 1.638 0.398
H 1.734 -2.790 -1.708 0.338
H 0.023 1.347 0.825 0.331
H -1.466 -1.440 0.139 0.326
H 1.448 -1.064 0.031 0.326
H 1.032 2.504 -1.271 0.395
H -2.660 -0.532 -0.684 0.453
H 1.878 -1.394 -2.317 0.328
H -1.120 1.153 -1.432 0.423
H 2.058 1.089 -1.451 0.305
H 2.198 2.130 -0.032 0.422
H 0.377 -0.718 1.312 0.361
H -1.514 -0.939 2.885 0.307
```

As for the energy relative to the best compared isomer or geometry (same formula, charge and spin): 4.5 kJ/mol. Its frontier orbital gap is 11.90 eV. The value obtained for the total energy is -405.11843 a.u. As for the LUMO energy: -2.8 eV. As for the net charge: +1.

# 2
Here is an isolated molecule of C5H11NO in a non-equilibrium geometry from the Open Molecules 2025 dataset. Energies are from wB97M-V/def2-TZVPD.

XYZ file:
```
18
Properties=species:S:1:pos:R:3:mulliken_charge:R:1
O 1.919 2.372 1.540 -0.513
N 0.807 0.903 0.112 -0.103
C -0.055 -1.260 -1.568 -0.994
C 1.561 2.035 0.387 -0.133
C -0.950 -0.747 0.830 -0.736
C -1.216 -0.592 -0.746 -0.241
C 0.030 0.480 1.269 -0.615
H 1.447 0.251 -0.214 0.208
H -1.764 -0.733 1.570 0.326
H -1.327 0.547 -0.912 0.228
H 0.677 0.077 2.026 0.336
H -0.610 1.272 1.636 0.413
H 1.558 2.742 -0.466 0.362
H -0.527 -1.765 -2.650 0.262
H -2.179 -1.106 -0.998 0.356
H -0.414 -1.662 1.099 0.301
H 0.737 -0.581 -1.879 0.302
H 0.307 -2.232 -1.037 0.241
```

As for the energy relative to the best compared isomer or geometry (same formula, charge and spin): 257.2 kJ/mol. Its frontier orbital gap is 10.80 eV. The value obtained for the total energy is -327.03337 a.u. The structure (SMILES) is CCCCNC=O. As for the LUMO energy: 0.9 eV. As for the net charge: 0.

# 3
Here is a cluster of 2 separate species, CH2NO3S in total in a non-equilibrium geometry from the Open Molecules 2025 dataset. Energies are from wB97M-V/def2-TZVPD.

XYZ file:
```
8
Properties=species:S:1:pos:R:3:mulliken_charge:R:1
S 1.924 0.319 0.033 0.183
O -0.050 -1.075 -0.232 -0.499
O -1.134 1.530 -0.245 -0.479
O 3.421 0.090 -0.139 -0.622
N 1.212 -1.112 -0.157 0.008
C -1.657 0.467 0.077 0.114
H -2.142 -0.377 -0.572 0.149
H -1.575 0.159 1.235 0.145
```

As for the energy relative to the best compared isomer or geometry (same formula, charge and spin): 391.2 kJ/mol. Its frontier orbital gap is 7.31 eV. The value obtained for the total energy is -717.89242 a.u. As for the LUMO energy: 4.1 eV. As for the net charge: -1.

# 4
Here is a structure of composition C37H30N2O4P2S4W in a non-equilibrium geometry from the Open Molecules 2025 dataset. Energies are from wB97M-V/def2-TZVPD.

XYZ file:
```
80
Properties=species:S:1:pos:R:3:mulliken_spin:R:1
W -0.216 0.768 0.038 1.612
S -0.042 4.432 0.904 0.039
S 1.887 1.988 1.428 -0.006
S 1.841 3.774 0.458 0.023
S -1.219 3.017 -0.066 0.057
P -0.778 0.714 -2.362 0.090
P -0.715 0.572 2.460 0.003
O 4.586 -5.026 -1.123 0.003
O 3.123 -6.471 -0.490 0.004
O 1.554 0.378 -0.705 -0.030
O -0.230 -1.324 0.135 0.055
N -2.267 0.167 0.097 0.019
N 3.472 -5.329 -0.731 -0.001
C 0.080 3.597 5.089 0.002
C -0.052 -1.051 4.636 -0.005
C 2.502 -4.270 -0.552 0.013
C 1.958 -2.359 4.792 0.000
C -2.892 -0.321 -1.035 0.048
C 2.846 -2.979 -0.860 -0.004
C -2.548 0.231 -2.382 -0.025
C 2.268 -0.611 -0.974 0.034
C 0.172 2.408 4.383 0.001
C 0.641 -2.236 -0.093 0.014
C -2.099 3.997 4.155 -0.001
C -1.528 3.844 -4.918 0.002
C 0.375 3.120 -3.041 0.019
C 1.220 -4.581 -0.055 0.001
C 1.657 -2.428 -4.662 -0.001
C 2.369 -1.883 3.558 0.007
C 0.749 -1.941 5.332 0.000
C -3.842 -1.246 -0.692 0.005
C 1.999 -1.086 -4.752 0.000
C -1.626 2.615 -4.281 -0.003
C -0.682 2.255 -3.327 -0.039
C 0.549 -2.813 -3.921 0.003
C -0.215 -1.862 -3.263 -0.003
C -3.811 -1.353 0.723 0.002
C -1.050 4.392 4.971 0.000
C -0.872 2.018 3.547 0.014
C 0.485 4.333 -3.698 0.003
C 1.566 -0.994 2.857 -0.001
C 0.312 -3.586 0.168 0.010
C -2.846 -0.486 1.165 -0.006
C 1.928 -1.942 -0.652 0.054
C 0.119 -0.512 -3.360 0.001
C -2.388 -0.203 2.558 -0.011
C -2.007 2.817 3.434 -0.003
C 1.236 -0.128 -4.101 0.000
C 0.350 -0.578 3.388 0.011
C -0.480 4.701 -4.625 -0.003
H 2.583 -3.056 5.337 0.000
H -3.125 1.139 -2.577 -0.002
H 0.430 -2.311 6.298 0.000
H -2.756 -0.488 -3.174 -0.003
H -0.679 -3.793 0.549 0.000
H 1.050 1.783 4.469 0.000
H -2.280 4.133 -5.641 0.000
H 3.316 -2.199 3.138 0.000
H 3.229 -0.402 -1.444 -0.008
H -2.338 -1.122 3.142 -0.002
H 3.830 -2.765 -1.256 0.000
H 2.863 -0.782 -5.329 0.000
H -0.988 -0.711 5.064 0.000
H 0.979 -5.616 0.140 0.000
H 1.309 4.997 -3.471 0.000
H -1.068 -2.165 -2.665 0.000
H -2.433 1.941 -4.539 0.000
H -1.111 5.327 5.514 0.000
H 1.503 0.918 -4.174 0.000
H -4.428 -1.991 1.336 0.001
H -2.977 4.621 4.051 0.000
H -2.807 2.531 2.763 0.005
H -0.415 5.663 -5.118 0.000
H -3.067 0.481 3.072 0.000
H 2.253 -3.175 -5.171 0.000
H 0.901 3.910 5.721 0.000
H 0.281 -3.860 -3.850 0.000
H 1.098 2.846 -2.280 0.006
H -4.489 -1.786 -1.367 0.001
H 1.892 -0.607 1.901 -0.007
```

As for the energy relative to the best compared isomer or geometry (same formula, charge and spin): 66.7 kJ/mol. Its frontier orbital gap (alpha / beta) is 5.74 / 6.02 eV. The value obtained for the total energy is -4180.99416 a.u. The multiplicity is 3. The expectation value of S² is 2.02. As for the LUMO energy (alpha / beta): -1.1 / -1.3 eV. As for the net charge: 0.

# 5
Here is an isolated molecule of C3H7NO2 in a non-equilibrium geometry from the Open Molecules 2025 dataset. Energies are from wB97M-V/def2-TZVPD.

XYZ file:
```
13
Properties=species:S:1:pos:R:3:mulliken_charge:R:1
O 1.904 1.286 0.107 -0.506
O 2.938 -0.768 -0.049 -0.545
N -0.398 0.275 -0.345 -0.422
C -1.851 0.237 0.068 -0.897
C 0.513 -0.779 0.120 -0.349
C 1.997 -0.019 0.052 0.576
H -2.586 -0.455 -0.488 0.225
H -2.153 1.194 -0.224 0.318
H 0.885 1.488 0.166 0.469
H -0.208 0.159 -1.327 0.195
H 0.171 -1.004 1.144 0.276
H 0.652 -1.781 -0.333 0.262
H -1.865 0.168 1.108 0.398
```

As for the energy relative to the best compared isomer or geometry (same formula, charge and spin): 183.7 kJ/mol. Its frontier orbital gap is 10.25 eV. The value obtained for the total energy is -323.71101 a.u. The structure (SMILES) is CNCC(=O)O. As for the LUMO energy: 0.7 eV. As for the net charge: 0.

# 6
Here is an isolated molecule of C3H5NO from the Open Molecules 2025 dataset. Energies are from wB97M-V/def2-TZVPD.

XYZ file:
```
10
Properties=species:S:1:pos:R:3:mulliken_charge:R:1
O 1.929 -0.734 -0.999 -0.469
N 1.017 1.326 -0.095 -0.474
C -1.376 0.119 0.003 -1.061
C 1.172 0.109 -0.302 0.249
C 0.029 0.228 0.540 0.179
H -2.028 0.887 0.432 0.277
H 2.309 -1.342 -0.354 0.329
H 0.137 0.048 1.612 0.370
H -1.804 -0.860 0.250 0.285
H -1.385 0.219 -1.086 0.316
```

As for the energy relative to the best compared isomer or geometry (same formula, charge and spin): 202.5 kJ/mol. Its frontier orbital gap is 10.46 eV. The value obtained for the total energy is -247.23009 a.u. The structure (SMILES) is C[C@@H]1N=C1O. As for the LUMO energy: 0.6 eV. As for the net charge: 0.

# 7
Here is a structure of composition C6H12Br2ClNiO2S in a non-equilibrium geometry from the Open Molecules 2025 dataset. Energies are from wB97M-V/def2-TZVPD.

XYZ file:
```
25
Properties=species:S:1:pos:R:3:mulliken_spin:R:1
Br -2.142 -1.046 -2.706 0.861
Br -5.305 0.256 -1.038 0.115
Ni -0.369 5.355 0.719 0.992
Cl -0.898 3.017 0.819 0.016
S 0.840 -1.905 1.237 0.000
O 1.431 -2.660 2.375 0.000
O -0.583 -2.026 0.957 0.002
C -2.322 0.063 -1.018 -0.051
C -3.482 1.164 -1.040 -0.009
C 2.201 0.391 0.560 0.001
C 2.230 -0.533 -0.633 -0.001
C 1.917 -1.960 -0.228 0.000
C 1.133 -0.086 1.529 -0.002
H 0.139 0.289 1.284 0.001
H 3.121 0.455 1.141 0.000
H 1.482 -2.553 -1.032 0.000
H 1.555 -0.282 -1.451 0.001
H 3.207 -0.550 -1.115 0.000
H -1.342 0.513 -0.857 0.026
H -2.533 -0.686 -0.254 0.041
H 2.843 -2.372 0.174 0.000
H -3.322 1.782 -1.923 0.001
H 1.363 0.133 2.572 0.000
H -3.217 1.847 -0.233 0.007
H 2.052 1.394 0.162 0.000
```

As for the energy relative to the best compared isomer or geometry (same formula, charge and spin): 299.4 kJ/mol. Its frontier orbital gap (alpha / beta) is 8.27 / 2.97 eV. The value obtained for the total energy is -7900.56908 a.u. The multiplicity is 3. The expectation value of S² is 2.01. As for the LUMO energy (alpha / beta): -4.4 / -9.7 eV. As for the net charge: +1.